Record 1
Molecular formula: C6H8N2OP2
Method: DFT, ωB97M-V/def2-TZVPD

Values from the calculation:
HOMO-LUMO gap (spin up / spin down) (eV): 6.5 / 6.5
Relative energy (zero: lowest compared OMol25 entry of this formula, charge and spin) (kcal per mole): 13.7

Geometry as ORCA input:
```
! wB97M-V def2-TZVPD RIJCOSX def2/J DEFGRID3
* xyz 0 1
C -2.640 -0.707 1.247
C -2.049 0.076 0.225
C -1.985 -0.817 2.462
C -0.749 0.587 0.351
C -0.625 -0.398 2.627
C -0.084 0.297 1.530
N 1.956 -0.041 -4.816
N 1.874 1.077 0.608
O 1.145 0.816 1.796
P 0.582 0.329 -5.277
P 3.193 -0.129 -3.888
H -3.660 -1.162 1.088
H -2.606 0.279 -0.673
H -2.359 -1.515 3.220
H -0.219 1.281 -0.293
H -0.264 -0.449 3.550
H 1.833 0.251 0.117
H 2.885 1.336 0.860
H 3.770 -1.111 -4.734
*
```

---

Record 2
Molecular formula: C27H36B2ErF4N4O4
Method: DFT, ωB97M-V/def2-TZVPD

Values from the calculation:
<S²>: 3.7521
HOMO-LUMO gap (spin up / spin down) (eV): 8.4 / 8.4

Geometry as ORCA input:
```
! wB97M-V def2-TZVPD RIJCOSX def2/J DEFGRID3
* xyz 1 4
Er -0.761 -0.249 -0.021
C -3.066 0.040 -4.210
C -2.344 -0.439 -3.002
N -1.742 0.323 -2.155
O -1.763 1.680 -2.385
B -0.373 2.227 -2.580
F -0.474 3.516 -2.951
F 0.256 1.414 -3.506
O 0.393 2.174 -1.268
N 0.903 0.916 -1.013
C 1.971 0.502 -1.592
C 2.891 1.283 -2.457
C 2.225 -0.930 -1.323
N 1.130 -1.590 -1.198
O 1.233 -2.958 -0.945
B 0.118 -3.745 -0.989
F -0.716 -1.914 0.994
F 0.333 -5.019 -0.730
O -1.139 -3.444 -1.404
N -1.488 -2.119 -1.665
C -2.187 -1.885 -2.717
C -2.736 -2.912 -3.645
C 3.603 -1.476 -1.286
H -2.828 1.091 -4.364
H -2.780 -0.531 -5.089
H -4.142 -0.052 -4.073
H 2.514 2.296 -2.577
H 3.888 1.312 -2.019
H 2.970 0.822 -3.439
H -2.711 -3.896 -3.180
H -3.758 -2.666 -3.924
H -2.153 -2.953 -4.565
H 4.281 -0.780 -0.800
H 3.605 -2.422 -0.749
H 3.960 -1.644 -2.303
C -4.931 -1.007 -0.865
C -3.976 -0.348 0.084
C -3.592 0.983 -0.104
C -2.793 1.648 0.831
C -2.413 3.084 0.625
C -2.409 0.960 1.994
C -2.779 -0.375 2.204
C -2.407 -1.117 3.454
C -3.535 -1.020 1.222
H -4.470 -1.157 -1.839
H -5.806 -0.376 -1.006
H -5.252 -1.974 -0.490
H -3.986 1.537 -0.947
H -3.285 3.675 0.354
H -1.700 3.166 -0.197
H -1.971 3.502 1.526
H -1.953 1.516 2.808
H -1.513 -1.711 3.254
H -3.197 -1.814 3.725
H -2.223 -0.448 4.293
H -3.850 -2.040 1.397
C 1.974 2.723 1.904
C 2.005 1.246 2.216
C 0.891 0.990 3.440
C 0.948 0.371 1.798
C 3.380 0.675 2.443
C 3.673 -0.228 3.463
C 4.944 -0.755 3.611
C 5.955 -0.396 2.738
C 5.674 0.476 1.699
C 4.402 1.001 1.552
H 0.960 3.064 1.710
H 2.557 2.941 1.015
H 2.410 3.293 2.724
H 0.286 1.887 3.513
H 1.616 0.957 4.259
H 0.265 0.109 3.614
H 1.331 -0.665 1.912
H 2.917 -0.549 4.165
H 5.143 -1.434 4.427
H 6.948 -0.797 2.865
H 6.451 0.758 1.005
H 4.198 1.677 0.736
*
```

---

Record 3
Molecular formula: C18H56BN25O11
Method: DFT, ωB97M-V/def2-TZVPD

Values from the calculation:
Structure (SMILES): N#C[C@H](B(N)O)[C@@](N)(C#N)CCCCN.NC(N)=O.NC(N)=O.NC(N)=O.NC(N)=O.NC(N)=O.NC(N)=O.NC(N)=O.NC(N)=O.NC(N)=O.NC(N)=O
HOMO-LUMO gap (eV): 8.6

Geometry as ORCA input:
```
! wB97M-V def2-TZVPD RIJCOSX def2/J DEFGRID3
* xyz 0 1
N -0.400 0.077 0.362
C -0.656 -0.991 0.155
C -0.688 -2.380 -0.429
B 0.473 -3.238 0.284
N 0.136 -4.326 1.235
O 1.849 -3.004 0.048
C -0.654 -2.418 -1.997
N 0.538 -3.094 -2.524
C -1.825 -3.317 -2.424
N -2.710 -3.931 -2.717
C -0.906 -1.042 -2.702
C 0.323 -0.101 -2.775
C 1.311 -0.396 -3.945
C 1.978 0.916 -4.448
N 2.672 1.631 -3.378
H -1.645 -2.822 -0.095
H 0.845 -4.354 1.972
H 0.309 -5.194 0.713
H 2.110 -3.721 -0.553
H 1.368 -2.540 -2.332
H 0.368 -3.139 -3.532
H -1.213 -1.269 -3.744
H -1.797 -0.574 -2.238
H 0.885 -0.059 -1.828
H -0.072 0.923 -2.944
H 0.856 -0.934 -4.793
H 2.157 -0.999 -3.556
H 2.749 0.608 -5.187
H 1.262 1.553 -5.018
H 2.990 2.541 -3.725
H 2.066 1.836 -2.589
N 1.557 5.642 -4.358
C 2.517 5.629 -3.385
N 2.573 6.743 -2.615
O 3.271 4.679 -3.222
H 0.928 6.407 -4.510
H 1.488 4.831 -4.946
H 3.270 6.771 -1.892
H 1.967 7.532 -2.730
N -4.717 2.767 -2.432
C -3.443 2.353 -2.161
N -3.214 2.010 -0.862
O -2.579 2.295 -3.018
H -5.443 2.822 -1.743
H -4.922 3.027 -3.379
H -2.285 1.699 -0.626
H -3.911 2.049 -0.143
N 6.310 9.570 -1.973
C 5.375 9.002 -1.158
N 5.733 8.911 0.146
O 4.296 8.601 -1.575
H 7.200 9.902 -1.652
H 6.081 9.653 -2.947
H 5.071 8.491 0.780
H 6.612 9.230 0.507
N -2.064 -3.552 3.982
C -1.277 -3.913 5.030
N -1.653 -3.387 6.227
O -0.306 -4.652 4.906
H -2.862 -2.948 4.066
H -1.820 -3.921 3.078
H -1.097 -3.624 7.028
H -2.453 -2.787 6.339
N -5.373 -0.262 5.294
C -4.416 -0.206 6.261
N -4.385 0.951 6.982
O -3.644 -1.127 6.466
H -6.020 0.480 5.107
H -5.423 -1.105 4.747
H -3.690 1.023 7.702
H -5.010 1.719 6.829
N -0.066 -3.389 -7.558
C -0.410 -3.863 -6.328
N -1.646 -4.422 -6.246
O 0.340 -3.790 -5.365
H -0.664 -3.438 -8.361
H 0.842 -2.969 -7.650
H -1.931 -4.779 -5.349
H -2.278 -4.492 -7.021
N 4.794 5.319 3.704
C 4.471 6.538 3.195
N 3.304 7.066 3.657
O 5.177 7.116 2.380
H 4.230 4.827 4.371
H 5.648 4.900 3.385
H 3.034 7.965 3.301
H 2.711 6.609 4.323
N -4.505 -6.360 4.810
C -5.303 -5.482 4.156
N -6.410 -6.037 3.584
O -5.051 -4.287 4.084
H -4.700 -7.345 4.876
H -3.677 -5.992 5.244
H -7.029 -5.422 3.089
H -6.626 -7.016 3.634
N -5.824 -10.444 2.238
C -5.402 -10.172 3.503
N -5.204 -11.262 4.293
O -5.215 -9.031 3.899
H -5.984 -11.370 1.891
H -5.979 -9.661 1.628
H -4.891 -11.096 5.232
H -5.350 -12.205 3.988
N 8.421 4.536 -1.084
C 8.090 5.760 -1.593
N 6.925 6.281 -1.123
O 8.789 6.340 -2.408
H 7.862 4.041 -0.416
H 9.274 4.121 -1.409
H 6.651 7.179 -1.477
H 6.337 5.822 -0.453
*
```

---

Record 4
Molecular formula: C42H43F6N2SSb2SiTi
Method: DFT, ωB97M-V/def2-TZVPD

Values from the calculation:
<S²>: 2.0317
HOMO-LUMO gap (spin up / spin down) (eV): 5.0 / 7.7
Relative energy (zero: lowest compared OMol25 entry of this formula, charge and spin) (kcal per mole): 0.0

Geometry as ORCA input:
```
! wB97M-V def2-TZVPD RIJCOSX def2/J DEFGRID3
* xyz -1 3
Ti 0.404 -0.090 -0.653
C 0.287 -0.289 4.392
Sb -0.986 -0.183 2.650
C -1.298 1.944 2.891
C -2.760 -0.850 3.812
C -3.826 0.171 4.023
C -3.833 0.872 5.233
C -4.740 1.883 5.497
C -5.683 2.217 4.536
C -5.698 1.526 3.338
C -4.788 0.504 3.053
C -4.873 -0.160 1.718
Sb -3.802 0.874 0.115
C -5.293 2.427 -0.072
C -4.760 -0.348 -1.379
H -0.157 0.315 5.184
H 1.271 0.104 4.139
H 0.393 -1.319 4.731
H -2.249 2.135 3.388
H -1.295 2.424 1.913
H -0.485 2.356 3.489
H -2.338 -1.152 4.770
H -3.127 -1.743 3.304
H -3.094 0.612 5.982
H -4.714 2.404 6.446
H -6.401 3.007 4.718
H -6.440 1.778 2.588
H -5.907 -0.178 1.371
H -4.493 -1.182 1.727
H -6.279 1.988 0.086
H -5.246 2.843 -1.077
H -5.129 3.226 0.649
H -5.840 -0.298 -1.232
H -4.419 -1.379 -1.301
H -4.506 0.015 -2.372
C 4.719 0.688 -1.028
C 5.209 -0.504 -0.503
C 4.339 -1.541 -0.213
C 2.968 -1.390 -0.441
C 2.446 -0.177 -0.931
C 3.353 0.842 -1.230
C 1.996 -2.455 -0.180
C 2.344 -3.794 -0.176
C 1.396 -4.780 0.012
C 0.038 -4.395 0.199
C -0.985 -5.335 0.403
C -2.304 -4.953 0.546
C -2.633 -3.604 0.470
C -1.637 -2.659 0.274
C -0.290 -3.013 0.146
N 0.680 -2.032 -0.051
H 5.399 1.499 -1.263
H 6.271 -0.618 -0.316
H 4.728 -2.463 0.205
H 2.988 1.788 -1.621
H 3.380 -4.060 -0.338
H 1.658 -5.829 -0.004
H -0.715 -6.384 0.440
H -3.078 -5.696 0.692
H -3.666 -3.290 0.556
H -1.911 -1.617 0.175
C -1.671 4.315 -0.794
Si -0.568 3.012 -1.639
C -1.753 2.093 -2.777
C 0.621 3.962 -2.753
N 0.226 1.989 -0.459
C 1.061 2.616 0.465
C 1.256 4.010 0.564
C 2.095 4.598 1.497
C 2.804 3.828 2.407
C 2.634 2.453 2.361
C 1.787 1.907 1.429
F 1.634 0.544 1.481
H -2.598 4.440 -1.356
H -1.193 5.295 -0.736
H -1.934 4.021 0.226
H -2.763 2.489 -2.653
H -1.796 1.019 -2.602
H -1.469 2.245 -3.820
H 0.043 4.455 -3.541
H 1.340 3.299 -3.234
H 1.183 4.731 -2.222
H 0.728 4.656 -0.119
H 2.190 5.676 1.510
H 3.468 4.279 3.131
H 3.155 1.786 3.036
F 0.386 0.443 -8.073
C 0.118 0.061 -6.816
C 0.904 0.494 -5.764
F 1.937 1.316 -6.001
C 0.620 0.080 -4.478
F 1.415 0.538 -3.497
C -0.438 -0.772 -4.163
S -0.805 -1.329 -2.555
C -1.203 -1.188 -5.254
F -2.250 -2.003 -5.063
C -0.943 -0.783 -6.550
F -1.718 -1.207 -7.560
*
```

---

Record 5
Molecular formula: C53H67Cl4N4O6
Method: DFT, ωB97M-V/def2-TZVPD

Values from the calculation:
HOMO-LUMO gap (eV): 2.1

Geometry as ORCA input:
```
! wB97M-V def2-TZVPD RIJCOSX def2/J DEFGRID3
* xyz -1 1
C 0.485 -1.358 -5.363
C 0.210 -2.214 -4.122
C 0.687 -1.680 -2.717
C -0.159 -0.449 -2.290
N 0.327 0.074 -0.862
C 0.289 -0.985 0.225
C -0.554 -0.550 1.464
C -0.703 0.869 1.310
C -0.701 1.063 -0.245
C 1.610 0.965 -0.932
H 1.469 -0.892 -5.313
H -0.271 -0.606 -5.590
H 0.567 -2.000 -6.240
H 0.761 -3.145 -4.254
H -0.867 -2.318 -3.997
H 1.727 -1.378 -2.841
H 0.622 -2.449 -1.947
H -1.230 -0.612 -2.166
H -0.061 0.403 -2.961
H 1.336 -1.013 0.526
H -0.139 -1.964 0.012
H -0.109 -0.903 2.395
H -1.497 -1.096 1.438
H 0.081 1.443 1.804
H -1.691 1.077 1.721
H -0.437 2.075 -0.552
H -1.665 0.726 -0.627
H 2.462 0.374 -1.267
H 1.823 1.342 0.068
H 1.494 1.818 -1.601
O -3.036 4.341 -1.902
H -2.687 3.906 -1.100
O -3.084 1.354 -2.701
H -3.452 0.455 -2.799
Cl 0.181 3.983 -2.531
C 0.957 5.592 -2.788
C 0.676 6.266 -4.160
Cl 0.494 8.001 -3.839
H 2.028 5.464 -2.629
H 0.616 6.168 -1.927
H -0.335 5.944 -4.412
H 1.415 5.948 -4.896
Cl 3.670 0.193 1.575
C 4.989 -0.366 0.507
C 4.676 -1.806 0.164
Cl 5.878 -2.305 -1.038
H 5.795 -0.118 1.198
H 5.028 0.380 -0.287
H 3.674 -1.922 -0.248
H 4.773 -2.446 1.041
C 6.223 -5.913 -3.022
C 4.781 -5.380 -3.109
C 3.647 -6.335 -2.700
C 2.439 -5.609 -2.317
N 1.515 -5.050 -2.009
H 6.948 -5.110 -3.153
H 6.227 -6.628 -3.844
H 6.369 -6.473 -2.098
H 4.567 -5.230 -4.167
H 4.810 -4.440 -2.557
H 3.889 -6.908 -1.805
H 3.429 -7.123 -3.421
C 0.582 -5.350 -5.944
C 1.307 -6.747 -5.982
C 2.305 -7.015 -7.139
C 2.822 -5.675 -7.512
N 3.147 -4.598 -7.832
H 1.332 -4.584 -5.746
H 0.093 -5.162 -4.988
H -0.043 -5.121 -6.807
H 0.564 -7.491 -6.269
H 1.690 -7.057 -5.010
H 1.867 -7.596 -7.951
H 3.131 -7.678 -6.881
C 4.954 7.039 3.154
C 3.790 6.212 2.662
C 3.860 4.713 2.766
C 2.747 4.031 2.139
N 1.827 3.496 1.708
H 5.490 7.309 2.244
H 5.657 6.572 3.844
H 4.557 7.952 3.598
H 3.483 6.447 1.643
H 2.948 6.527 3.279
H 3.956 4.484 3.827
H 4.779 4.317 2.333
C -3.805 -1.478 4.699
C -4.626 -0.541 4.150
C -4.826 -0.493 2.792
C -4.146 -1.387 1.907
C -3.481 -2.498 2.543
C -3.233 -2.459 3.910
C -2.833 -3.575 1.736
O -2.250 -4.542 2.203
C -2.922 -3.476 0.216
C -2.334 -4.434 -0.621
C -2.471 -4.329 -2.038
C -2.968 -3.179 -2.598
C -3.511 -2.247 -1.776
C -3.602 -2.355 -0.359
C -4.245 -1.256 0.439
O -4.754 -0.260 -0.098
H -3.749 -1.457 5.778
H -5.267 0.046 4.791
H -5.632 0.118 2.412
H -2.623 -3.195 4.412
H -1.982 -5.345 -0.159
H -1.977 -5.050 -2.673
H -2.958 -3.089 -3.674
H -4.006 -1.413 -2.253
C -5.494 5.297 2.839
C -5.470 6.412 3.711
C -4.491 6.433 4.650
C -3.731 5.305 4.947
C -3.788 4.159 4.114
C -4.688 4.173 3.045
C -2.978 2.931 4.371
O -2.937 1.970 3.659
C -2.311 2.939 5.738
C -1.755 1.688 6.217
C -1.048 1.702 7.468
C -1.065 2.773 8.331
C -1.714 3.910 7.886
C -2.287 4.045 6.585
C -2.847 5.367 6.161
O -2.675 6.437 6.756
H -6.224 5.208 2.047
H -6.179 7.212 3.558
H -4.178 7.331 5.163
H -4.813 3.263 2.477
H -1.851 0.755 5.681
H -0.552 0.756 7.626
H -0.576 2.772 9.294
H -1.961 4.582 8.694
*
```